138
Properties=species:S:1:pos:R:3:mulliken_charge:R:1 method="wB97M-V/def2-TZVPD" multiplicity=1 e_tot_ev=-4039711.52543 gap_ev=4.240 charge=-1
C -1.6711 2.6490 2.5926 0.09
C -0.6025 3.9137 2.7200 -0.35
C 0.4996 3.8663 1.4780 0.20
O 0.3935 5.0566 0.5726 -0.38
C -0.8362 4.9596 -0.2284 -0.31
P -0.5366 5.0479 -2.1328 1.11
C -1.9909 3.8000 -2.3163 0.10
C -1.5408 2.2269 -2.0970 1.59
C -2.7973 1.2340 -1.7217 -0.23
C -0.7413 1.6988 -3.4680 -0.34
O 0.7323 6.1966 -1.8900 -0.42
C 1.8127 6.1241 -2.8663 -0.57
C 3.1734 5.3390 -2.3607 1.59
C 4.0044 6.1245 -1.1749 -0.83
O 2.9688 3.9286 -1.9990 -0.47
H -2.3054 2.6179 3.5763 -0.31
H -1.0952 1.6191 2.4231 0.07
H -2.4092 2.7943 1.6839 0.16
H -0.0462 3.8498 3.7649 0.17
H -1.2429 4.8942 2.6542 0.21
H 1.5632 3.9208 1.9918 0.17
H 0.3965 2.8662 0.8695 -0.02
H -1.4999 4.0091 0.0570 -0.35
H -1.5187 5.8919 0.0725 0.15
H -1.4877 6.1683 -2.1434 -0.29
H -0.5220 5.1460 -3.5687 -0.08
H 0.3639 3.8949 -2.1169 -0.41
H -2.9431 4.1026 -1.6631 0.42
H -2.3590 3.8735 -3.4450 -1.21
H -0.7413 2.1197 -1.2170 -0.58
H -3.7076 1.8275 -1.2737 0.27
H -2.3964 0.4728 -0.8956 -0.11
H -3.1344 0.5956 -2.6466 -0.15
H -0.5216 2.6784 -4.1137 0.10
H 0.2930 1.1813 -3.2033 -0.07
H -1.3880 0.9586 -4.1040 0.07
H 2.1617 7.2501 -3.0610 0.19
H 1.5466 5.6905 -3.9159 0.27
H 3.9020 5.3317 -3.3067 -0.97
H 3.4666 7.0741 -0.7536 0.24
H 5.0494 6.4799 -1.6284 0.17
H 4.2769 5.3206 -0.3451 0.19
H 2.6774 3.9502 -1.0392 0.19
C -3.3497 -2.8002 -2.1791 -0.42
Br -4.8905 -1.6329 -2.3977 -0.05
Br -2.2671 -2.8799 -3.7934 -0.07
Br -2.2908 -2.3168 -0.6205 0.09
H -3.7358 -3.8096 -2.0028 0.41
C -3.7970 2.7683 7.0703 -0.36
Br -3.5839 1.4826 8.5145 0.01
Br -2.1762 3.8033 6.7774 -0.03
Br -4.4210 1.9217 5.4337 -0.06
H -4.5746 3.4734 7.3820 0.37
C 1.8905 -1.7120 -0.2075 -0.26
Br 0.7546 -1.2369 -1.7136 0.10
Br 0.9711 -1.4868 1.4920 0.20
Br 2.6338 -3.4996 -0.3971 -0.05
H 2.7335 -1.0132 -0.2100 0.17
C -3.2432 2.6574 -6.5573 -0.38
Br -1.4153 2.0673 -6.8653 -0.03
Br -4.2895 1.3128 -5.6184 0.06
Br -3.3054 4.3812 -5.6579 -0.06
H -3.7054 2.7930 -7.5406 0.31
C -2.4155 -5.7142 2.1528 0.46
Br -1.2252 -4.1956 1.9052 0.14
Br -1.7929 -6.8994 3.5642 -0.03
Br -4.2558 -5.1523 2.4386 -0.06
H -2.3978 -6.2894 1.2213 -0.51
C -5.2217 -1.6609 10.5240 -0.33
Br -3.4113 -1.1250 10.9925 -0.06
Br -5.2536 -2.8083 8.9535 0.04
Br -6.1499 -2.4696 12.0303 -0.05
H -5.7682 -0.7482 10.2643 0.37
C 2.1429 -7.9361 2.3402 -0.40
Br 0.6856 -9.2066 2.1251 -0.05
Br 1.8669 -6.3310 1.2766 0.09
Br 2.4677 -7.5173 4.2119 -0.03
H 3.0481 -8.4204 1.9592 0.37
C 4.7154 -0.4040 3.6693 -0.03
Br 6.1074 0.0228 2.3791 0.06
Br 3.3591 0.9877 3.7578 0.10
Br 3.9352 -2.1552 3.3397 -0.02
H 5.1939 -0.4472 4.6533 -0.13
C -2.4434 -9.3844 -1.2592 -0.43
Br -1.7321 -7.7845 -0.4115 0.05
Br -1.0513 -10.6966 -1.6119 0.03
Br -3.9169 -10.1473 -0.2438 -0.03
H -2.8482 -9.0789 -2.2297 0.38
C -6.7996 -1.0196 -8.6449 -0.35
Br -5.6093 0.4990 -8.8925 -0.04
Br -6.1771 -2.2048 -7.2336 -0.04
Br -8.6399 -0.4577 -8.3591 0.02
H -6.7819 -1.5949 -9.5765 0.39
C 5.8466 4.6952 -6.0606 -0.37
Br 3.9515 4.3004 -6.2527 0.00
Br 6.5392 5.6808 -7.5880 -0.04
Br 6.2312 5.5986 -4.3812 -0.04
H 6.3722 3.7349 -6.0347 0.41
C 7.4223 -2.4691 -0.8537 -0.37
Br 8.9749 -1.3234 -0.6066 -0.03
Br 7.5227 -4.0713 0.2449 -0.02
Br 5.7575 -1.5025 -0.5735 0.04
H 7.4298 -2.7968 -1.8985 0.37
C 6.5713 9.8114 -7.4816 -0.37
Br 4.9768 9.1163 -6.6108 0.03
Br 8.1931 9.0023 -6.7750 -0.02
Br 6.4668 9.6516 -9.4176 -0.02
H 6.6210 10.8808 -7.2513 0.36
C -4.4377 -6.6139 12.4664 -0.33
Br -3.3615 -5.0224 12.7719 0.00
Br -6.0004 -6.6642 13.6238 -0.02
Br -4.9183 -6.8139 10.5920 0.00
H -3.8161 -7.4757 12.7308 0.34
C 5.1687 0.8765 7.7605 -0.35
Br 6.5606 1.3032 6.4703 0.01
Br 3.8124 2.2682 7.8490 -0.01
Br 4.3885 -0.8748 7.4309 -0.01
H 5.6471 0.8333 8.7445 0.36
C 10.3186 -0.0047 3.0903 -0.10
Br 12.1464 -0.5948 2.7823 -0.05
Br 9.2722 -1.3493 4.0292 0.00
Br 10.2563 1.7191 3.9897 -0.02
H 9.8564 0.1309 2.1069 0.13
C -9.7946 2.5542 -11.4954 -0.34
Br -11.3892 1.8591 -10.6246 -0.04
Br -8.1728 1.7451 -10.7888 0.09
Br -9.8992 2.3944 -13.4313 -0.03
H -9.7450 3.6236 -11.2651 0.34
C -1.5376 -2.3258 5.9056 -0.41
Br -3.4327 -2.7206 5.7135 0.01
Br -0.8450 -1.3402 4.3782 0.09
Br -1.1530 -1.4224 7.5850 -0.03
H -1.0120 -3.2861 5.9315 0.35
C -0.6624 -15.2641 -2.1514 -0.31
Br -2.5575 -15.6589 -2.3435 -0.01
Br 0.0302 -14.2784 -3.6788 -0.02
Br -0.2778 -14.3607 -0.4721 -0.01
H -0.1368 -16.2244 -2.1256 0.34

111
Properties=species:S:1:pos:R:3:mulliken_charge:R:1 method="wB97M-V/def2-TZVPD" multiplicity=1 e_tot_ev=-399165.81990 gap_ev=5.698 charge=-1
C 3.8273 6.7556 3.9757 -1.26
C 2.4334 7.2233 4.3958 -0.58
C 1.4698 6.0337 4.6243 -0.39
C 0.4404 5.8793 3.5062 -0.85
C -0.2169 4.4741 3.5074 -0.24
C -0.0176 3.7307 2.1680 -0.71
C -1.2166 3.9601 1.2493 -0.25
C -1.0776 3.3893 -0.1740 -0.56
C -0.4501 1.9877 -0.2730 -0.38
C -1.1934 1.0797 -1.2762 -0.72
C -0.2790 0.1094 -2.0346 -0.80
C -1.0278 -0.6075 -3.1652 -0.75
C -0.1878 -0.8160 -4.4346 -0.88
C -0.6963 -2.0051 -5.2495 -0.82
N -0.3995 -3.3272 -4.7066 0.78
C -1.2372 -4.3130 -5.3731 -1.66
C -0.9318 -4.6497 -6.8353 1.19
N -1.8450 -5.7060 -7.2669 -0.71
C 1.0335 -3.6665 -4.6190 1.22
C 1.2513 -5.1754 -4.4041 -0.13
C 0.5919 -5.6837 -3.0910 -1.36
N 1.5261 -5.9227 -1.9815 -0.69
C 1.8965 -3.0680 -5.7794 -1.11
C 3.2595 -3.7202 -6.0100 -0.70
C 3.2946 -4.8533 -7.0420 -0.57
I 4.6402 -2.1903 -6.7192 -0.02
C 1.6486 -3.0797 -3.2703 -0.15
O 2.9011 -3.1182 -3.2154 -0.76
O 0.8716 -2.7225 -2.3836 -0.65
H 4.4218 7.5749 3.5681 0.37
H 3.7727 5.9801 3.2101 0.30
H 4.3702 6.3522 4.8311 0.32
H 2.5227 7.7892 5.3243 0.35
H 2.0359 7.8893 3.6287 0.39
H 0.9651 6.1983 5.5792 -0.15
H 2.0667 5.1246 4.7275 0.54
H 0.8820 6.1032 2.5344 0.52
H -0.3441 6.6178 3.6897 0.27
H -1.2943 4.6061 3.6255 0.10
H 0.1675 3.8799 4.3345 0.38
H 0.9073 4.0442 1.6774 0.30
H 0.0876 2.6672 2.3845 0.39
H -2.0969 3.5205 1.7210 -0.05
H -1.3513 5.0435 1.1614 0.34
H -0.4879 4.0871 -0.7751 0.28
H -2.0726 3.3760 -0.6229 0.21
H 0.5836 2.0621 -0.6113 0.35
H -0.4611 1.4898 0.6954 0.27
H -1.9372 0.4877 -0.7340 0.15
H -1.7436 1.6849 -2.0037 0.44
H 0.0473 -0.6568 -1.3328 0.21
H 0.5946 0.6401 -2.4172 0.40
H -1.3649 -1.5919 -2.8406 0.25
H -1.9174 -0.0252 -3.4361 0.62
H -0.3330 0.0652 -5.0732 0.36
H 0.8726 -0.8546 -4.2031 0.47
H -1.7881 -1.9078 -5.2432 0.76
H -0.4197 -1.8795 -6.3095 0.01
H -2.2719 -3.9595 -5.3877 0.43
H -1.2823 -5.2461 -4.8014 0.62
H -1.1463 -3.7768 -7.4547 0.11
H 0.1223 -4.8927 -6.9789 -0.46
H -1.7594 -6.5376 -6.7005 0.21
H -1.7559 -5.9256 -8.2473 0.23
H 2.3150 -5.3501 -4.2616 -0.85
H 0.9202 -5.7832 -5.2489 0.61
H 0.1454 -6.6542 -3.3377 0.45
H -0.2215 -5.0338 -2.7791 0.43
H 2.3277 -5.3008 -2.0616 0.33
H 1.8943 -6.8630 -2.0658 0.32
H 2.0710 -2.0170 -5.5663 0.69
H 1.3662 -3.0788 -6.7389 0.19
H 3.7085 -4.0428 -5.0810 0.73
H 4.1551 -5.4845 -6.8131 -0.18
H 3.4775 -4.4736 -8.0436 0.58
H 2.4130 -5.4927 -6.9945 0.05
C 0.1976 -3.9057 -10.5854 0.34
Cl 1.2415 -4.9143 -9.5893 -0.05
Cl -1.1494 -4.8781 -11.2062 -0.12
Cl -0.4311 -2.5951 -9.5899 -0.10
Cl 1.1102 -3.2400 -11.9444 -0.12
C -2.0242 5.6164 7.5275 0.37
Cl -3.6227 5.4708 8.2886 -0.13
Cl -2.1563 6.6775 6.1241 -0.09
Cl -0.8854 6.3141 8.6878 -0.13
Cl -1.4372 4.0435 7.0084 -0.06
C -2.6532 1.0096 10.0710 0.26
Cl -3.3768 2.5336 9.5532 0.01
Cl -1.8686 1.2298 11.6382 -0.04
Cl -3.9062 -0.2288 10.2115 -0.11
Cl -1.4513 0.4953 8.8827 -0.11
C 0.0842 -1.4605 14.0018 0.36
Cl 0.0665 0.2878 14.2624 -0.10
Cl -1.4702 -2.1397 14.4927 -0.10
Cl 0.3614 -1.7971 12.2928 -0.07
Cl 1.3759 -2.1833 14.9657 -0.11
C -5.3098 3.3474 1.1477 0.35
Cl -4.6326 1.7568 0.8068 -0.07
Cl -7.0540 3.2121 1.4112 -0.12
Cl -4.5455 4.0141 2.5940 -0.08
Cl -5.0052 4.4222 -0.2205 -0.11
C 5.3321 -7.8619 -5.2003 0.36
Cl 6.1288 -9.2107 -4.3714 -0.13
Cl 4.3720 -6.9443 -4.0452 -0.02
Cl 6.5618 -6.8187 -5.9208 -0.12
Cl 4.2814 -8.5047 -6.4709 -0.12
C -4.3188 7.1601 12.5046 0.28
Cl -5.1330 8.6691 12.0770 -0.10
Cl -3.5311 7.3433 14.0768 -0.11
Cl -5.5079 5.8555 12.5928 -0.10
Cl -3.1168 6.7710 11.2757 0.03

97
Properties=species:S:1:pos:R:3:mulliken_charge:R:1 method="wB97M-V/def2-TZVPD" de_lowest_ev=0.000 multiplicity=1 e_tot_ev=-121715.36542 gap_ev=4.777 charge=0
C 0.0895 3.3584 3.4321 -1.05
C 0.7520 3.6411 2.0881 -0.44
P -0.0873 2.8776 0.6347 -0.02
C 1.2664 2.5382 -0.5594 -0.84
C -0.7036 1.1932 1.2116 -0.50
C 0.2525 -0.0152 1.3306 0.59
C 1.6660 0.3375 1.8056 -1.44
C 2.7784 -0.1695 0.8686 0.82
C 4.1269 0.4531 1.2371 -0.84
S 5.5468 -0.6602 1.0216 -0.12
C 5.8658 -0.3480 -0.7101 -0.01
S 4.9789 -0.9862 -1.8840 -0.15
N 6.9629 0.5038 -0.9812 0.26
C 8.2768 0.1243 -1.1444 -0.15
C 8.9541 1.2781 -1.4010 -0.47
N 8.1035 2.3552 -1.3971 -0.62
C 6.9278 1.8630 -1.1433 -0.01
C -0.3640 -1.2364 2.0994 2.10
C -0.3119 -1.1380 3.6400 -0.82
C -1.2281 -0.1758 4.3533 -0.56
N -2.1321 -0.4670 5.1795 -0.71
C 0.4466 -2.5119 1.6766 -2.44
C 1.5807 -3.0154 2.5824 -0.90
C 2.6333 -3.8890 1.8708 -1.02
C 2.0929 -4.9809 0.9687 0.85
F 2.9983 -5.9941 0.9508 -0.36
F 0.9421 -5.4992 1.4622 -0.29
C 1.8523 -4.5957 -0.5405 0.68
F 2.4201 -5.4640 -1.3644 -0.29
F 2.3588 -3.3813 -0.8084 -0.14
F 0.5447 -4.5536 -0.8108 -0.27
C -1.7811 -1.4922 1.5291 -0.54
Cl -2.7586 -2.5595 2.5555 -0.12
C -2.6580 -0.3180 1.0589 -0.19
Cl -3.6628 0.4529 2.2744 -0.05
N -1.8634 0.7195 0.3386 -0.66
C -2.7039 1.8110 -0.3207 -1.00
C -3.9846 1.3172 -0.9672 -0.27
C -5.3354 1.7853 -0.3832 -1.13
C -5.8290 2.9141 -1.2833 -0.67
O -4.8295 3.9156 -1.4618 -0.52
H 0.4269 4.0681 4.1852 0.47
H -0.9998 3.3660 3.3719 0.25
H 0.3893 2.3714 3.7912 0.17
H 1.8140 3.3848 2.1185 0.44
H 0.6926 4.7091 1.8713 0.53
H 1.0809 1.5928 -1.0722 0.26
H 2.2439 2.5030 -0.0774 0.02
H 1.2459 3.3252 -1.3100 0.59
H -1.1462 1.3971 2.1870 -0.22
H 0.3609 -0.4002 0.3050 0.81
H 1.8010 1.4087 1.9369 -0.25
H 1.8820 -0.1067 2.7755 0.62
H 2.5178 0.0712 -0.1614 0.50
H 2.8490 -1.2513 0.9593 -1.30
H 4.1439 0.7266 2.2940 0.60
H 4.3006 1.3559 0.6519 0.05
H 8.5973 -0.8996 -1.0616 0.40
H 10.0094 1.3638 -1.5997 0.39
H 6.0061 2.4183 -1.0711 0.37
H 0.6984 -0.9147 3.9758 0.15
H -0.5473 -2.1274 4.0382 0.82
H -1.0725 0.8880 4.1782 0.43
H -2.2070 -1.4797 5.2939 0.29
H 0.8275 -2.3654 0.6659 0.17
H -0.2731 -3.3300 1.6179 0.93
H 2.1298 -2.2078 3.0653 0.26
H 1.1564 -3.6347 3.3727 0.64
H 3.3654 -3.2831 1.3386 0.04
H 3.1866 -4.4227 2.6453 0.57
H -1.6426 -2.0923 0.6249 1.00
H -3.3483 -0.7395 0.3343 0.95
H -1.4141 0.2336 -0.4423 0.72
H -2.0645 2.1974 -1.1136 0.43
H -2.8834 2.5926 0.4140 0.40
H -3.9503 1.7408 -1.9840 0.42
H -3.9778 0.2482 -1.1351 0.65
H -6.0518 0.9640 -0.3973 0.30
H -5.2637 2.1650 0.6424 0.39
H -6.7174 3.4169 -0.8854 0.42
H -6.0610 2.4979 -2.2593 0.22
H -4.3325 4.0191 -0.6456 0.31
C -2.3762 -1.7947 -5.1833 -1.00
C -2.1853 -0.3113 -5.4948 -0.17
O -3.3505 0.3896 -5.8481 -0.41
C -4.1495 0.9586 -4.7628 -0.05
O -3.4973 1.6028 -3.8352 -0.75
C -5.0233 -0.1361 -4.0942 0.81
F -5.5586 -1.0771 -4.8970 -0.33
F -6.0864 0.4626 -3.4729 -0.30
F -4.3775 -0.8258 -3.1166 -0.24
H -3.0788 -2.2421 -5.8868 0.24
H -1.4173 -2.3143 -5.2665 0.40
H -2.7528 -1.9627 -4.1758 0.16
H -1.5400 -0.2412 -6.3762 0.35
H -1.6657 0.2039 -4.6783 0.17
H -4.8977 1.5291 -5.3599 0.19

86
Properties=species:S:1:pos:R:3:mulliken_spin:R:1 method="wB97M-V/def2-TZVPD" de_lowest_ev=2.482 multiplicity=6 e_tot_ev=-110605.92338 gap_ev="6.925 / 5.801" charge=+2
Mn -1.8490 -0.3394 1.9160 4.31
C -0.8515 3.0041 2.6471 0.01
C -1.2954 2.8690 1.2050 0.00
S -2.7546 1.6398 0.9019 -0.02
C -4.1366 2.1587 1.9503 0.00
C -4.9121 0.9318 2.4277 0.01
S -3.8200 -0.4390 3.1138 0.02
C -3.2677 0.3597 4.7146 0.01
C -2.0942 1.4167 4.8020 0.00
S -0.8480 1.4624 3.4755 0.06
H -1.5697 3.7364 3.0829 0.00
H 0.1914 3.4604 2.7323 0.00
H -0.4331 2.4852 0.6354 0.00
H -1.7463 3.7812 0.7069 0.00
H -4.7457 2.7278 1.2025 0.00
H -3.8763 2.8885 2.6949 0.00
H -5.4454 0.3877 1.6492 0.00
H -5.6293 1.0508 3.2771 0.00
H -3.0073 -0.5445 5.2877 0.00
H -4.2275 0.7666 5.1063 0.00
H -1.5031 1.1508 5.7261 0.00
H -2.4504 2.4581 4.9733 0.00
C 2.7722 2.6263 4.4509 0.00
O 2.2167 3.7140 3.7575 0.00
C 2.8492 4.9542 3.9608 0.00
C 1.8666 6.0257 3.5606 0.00
O 1.3968 5.5973 2.3037 0.00
C 0.9325 6.5927 1.4426 0.00
H 2.8538 2.7738 5.5367 0.00
H 3.7547 2.4386 3.9569 0.00
H 2.1105 1.8141 4.1026 0.00
H 3.8621 4.9715 3.4759 0.00
H 3.0289 5.0899 5.0416 0.00
H 2.4014 7.0002 3.5607 0.00
H 1.0906 5.9912 4.3547 0.00
H 0.4604 6.1110 0.5717 0.00
H 1.7048 7.3424 1.1692 0.00
H 0.0429 7.0690 1.9227 0.00
C 0.9032 -2.8570 2.3144 0.01
C -0.1017 -1.7995 2.0103 0.01
O -1.0222 -1.6255 2.9470 -0.06
N -0.2171 -1.1176 0.9116 -0.36
Te -0.9185 -0.9232 -2.0543 0.94
C -1.4366 -2.7283 -3.2271 0.00
C -1.2555 -2.8384 -4.6382 -0.10
C -0.9962 -1.5769 -5.4201 0.08
C -1.2004 -4.0954 -5.2630 0.00
C -1.4677 -5.2249 -4.4663 0.01
C -1.4166 -6.6475 -5.0111 0.00
C -1.8062 -5.0940 -3.1558 0.00
C -1.7829 -3.8791 -2.4530 -0.02
C -2.0914 -3.7518 -1.0105 0.05
C 1.2389 -0.9559 -2.4679 0.12
C 2.0570 -2.1040 -2.2136 -0.11
C 1.4784 -3.3729 -1.6910 0.03
C 3.4261 -2.0442 -2.4032 -0.01
C 4.0243 -0.8179 -2.8127 0.02
C 5.5241 -0.6196 -2.6721 0.00
C 3.1971 0.2081 -3.2119 -0.01
C 1.8187 0.2427 -2.9476 -0.04
C 0.9899 1.4010 -3.3730 0.05
H 1.9002 -2.5991 1.9754 0.00
H 0.6895 -3.8674 1.9554 0.00
H 1.0324 -2.8619 3.4289 -0.01
H -1.8717 -0.8904 -5.3520 0.00
H -0.9441 -1.9281 -6.4669 0.00
H -0.1342 -0.9422 -5.1190 -0.02
H -1.0566 -4.2039 -6.3607 0.00
H -2.4512 -6.8238 -5.2107 0.00
H -1.0049 -7.3617 -4.2971 0.00
H -0.7742 -6.7005 -5.9222 0.00
H -2.1382 -6.0574 -2.6933 0.00
H -1.3811 -3.3539 -0.3204 0.00
H -2.5140 -4.7030 -0.6390 0.00
H -2.9204 -3.0974 -0.7989 0.00
H 0.7171 -3.1830 -0.9022 -0.01
H 2.2159 -4.0722 -1.2437 0.00
H 0.9054 -3.9716 -2.4745 0.00
H 4.1091 -2.9332 -2.3256 0.00
H 5.8644 -1.6754 -2.6609 0.00
H 5.7952 -0.2243 -1.7377 0.00
H 5.9892 -0.1469 -3.5573 0.00
H 3.5867 1.0166 -3.7730 0.00
H 1.6116 2.0796 -3.9015 0.01
H 0.5403 2.0850 -2.5901 0.00
H 0.2167 1.1131 -4.1012 -0.01